No. 1
# C30H44BrIrN9O2

C30H44BrIrN9O2 as an isolated structure in a non-equilibrium geometry (ωB97M-V/def2-TZVPD, the Open Molecules 2025 dataset).

Structure (XYZ):
```
87
Properties=species:S:1:pos:R:3:forces:R:3
Ir 0.55923 -1.12836 0.20750 1.28 0.19 -0.81
C -1.73744 -4.09240 0.39954 -0.04 0.03 0.01
O -1.64939 -2.66579 0.33013 -0.06 -0.13 -0.04
C -2.80177 -1.93859 0.31393 0.00 -0.08 -0.01
C -4.07176 -2.47765 0.40186 -0.02 0.06 0.01
C -5.17538 -1.62753 0.37857 0.02 -0.02 -0.01
Br -6.90112 -2.36718 0.49348 0.00 0.00 0.01
C -5.02057 -0.26369 0.26893 -0.03 0.01 -0.02
C -3.73932 0.28335 0.17615 -0.04 -0.03 0.05
C -2.62684 -0.55618 0.19987 0.06 0.03 -0.02
O -1.36864 -0.03989 0.07646 -0.18 -0.49 0.26
C -3.49663 1.71714 0.05567 -0.08 -0.01 0.00
N -2.27193 2.20096 -0.03853 -0.09 0.10 -0.01
C -2.39781 3.58076 -0.13210 0.00 0.03 -0.01
C -1.43358 4.58048 -0.24685 -0.02 -0.02 0.00
C -1.87763 5.88370 -0.31990 -0.01 0.00 0.00
C -3.24661 6.19663 -0.27994 0.01 0.01 0.00
C -4.21150 5.21760 -0.16421 0.02 -0.01 0.01
C -3.75586 3.90628 -0.09114 0.02 0.02 -0.01
N -4.42613 2.69686 0.02800 0.06 -0.01 0.00
H -2.26583 -4.48694 -0.46935 0.00 -0.01 0.01
H -2.24061 -4.39930 1.31688 0.01 -0.02 0.00
H -0.71022 -4.44635 0.40599 0.00 0.00 0.00
H -4.22076 -3.54331 0.49045 0.00 0.00 -0.01
H -5.89820 0.36714 0.24824 0.00 0.01 0.01
H -1.48923 1.03427 -0.00226 0.08 0.18 -0.03
H -0.37850 4.34249 -0.27313 0.00 0.01 -0.01
H -1.16053 6.68821 -0.40722 0.00 0.00 0.00
H -3.55013 7.23245 -0.34140 0.00 0.00 0.01
H -5.26414 5.46247 -0.12990 0.00 0.00 -0.01
H -5.42288 2.57554 0.08549 0.00 -0.01 0.00
C -1.04243 -0.69513 3.19314 -0.06 0.07 -0.02
N 0.32959 -0.49993 3.62058 -0.02 -0.19 0.05
C 0.60235 -0.34149 5.05019 0.02 -0.03 0.03
C 2.08446 0.02078 5.07501 -0.02 0.00 0.00
N 2.36597 0.36925 3.67533 -0.02 0.13 0.01
C 3.76652 0.40944 3.26342 0.02 -0.07 -0.02
C 1.32958 0.00781 2.88971 0.15 0.04 0.11
N 1.27331 0.17747 1.56712 -0.01 0.08 -0.18
C 2.16276 1.12137 0.88478 -0.06 0.14 -0.02
C 1.41414 1.58136 -0.34818 -0.13 0.04 0.09
N 0.99282 0.40803 -1.12035 0.12 0.08 0.14
C 0.90296 0.41087 -2.43828 0.00 -0.03 -0.08
N 0.20538 -0.50506 -3.15990 0.12 -0.09 0.03
C -0.83826 -1.39313 -2.70192 -0.06 0.01 0.04
C 0.14958 -0.12846 -4.57010 0.03 -0.03 -0.04
C 1.25427 0.90599 -4.68611 -0.03 0.02 -0.01
N 1.50088 1.28230 -3.29166 -0.17 0.22 0.04
C 2.62345 2.17806 -3.05516 0.10 -0.10 -0.04
H -1.56436 -1.21109 3.99609 -0.01 0.02 0.01
H -1.09274 -1.31847 2.30438 0.02 0.01 0.08
H -1.54400 0.25728 2.99862 0.02 0.00 -0.01
H 0.38024 -1.26365 5.58408 0.01 0.02 0.02
H -0.02151 0.45677 5.45946 -0.01 0.01 -0.04
H 2.70519 -0.82678 5.37316 0.00 -0.01 -0.04
H 2.30612 0.86110 5.72955 -0.01 -0.02 0.02
H 4.37036 0.36945 4.16623 0.01 -0.01 -0.01
H 4.02412 1.32617 2.74121 -0.02 0.02 0.00
H 4.02278 -0.45192 2.64345 -0.01 0.01 -0.02
H 3.10918 0.64920 0.60351 -0.02 0.05 -0.01
H 2.37291 1.99340 1.50530 -0.05 -0.04 0.08
H 2.02255 2.28740 -0.89614 0.01 -0.08 -0.03
H 0.51430 2.11256 -0.01886 0.03 0.04 0.00
H -0.54266 -1.95529 -1.81691 0.02 -0.01 -0.01
H -1.01385 -2.12414 -3.49022 -0.02 0.01 -0.01
H -1.77361 -0.86617 -2.49608 0.00 0.01 0.02
H -0.83354 0.28598 -4.81139 0.00 0.02 0.04
H 0.32145 -0.99933 -5.20082 -0.02 0.01 -0.02
H 0.96011 1.77835 -5.26682 0.00 -0.02 -0.02
H 2.16336 0.48596 -5.12363 0.01 0.00 0.03
H 3.00786 2.47160 -4.02893 0.03 -0.03 0.00
H 3.43297 1.68561 -2.51227 -0.02 0.01 0.04
H 2.32956 3.09199 -2.54334 -0.01 0.02 -0.05
C 2.71247 -4.53124 -0.52486 0.03 0.02 -0.04
C 2.79339 -3.00863 -0.66371 0.24 0.11 0.05
C 4.05697 -2.47618 0.01949 -0.03 0.07 0.04
C 2.77107 -2.59319 -2.13479 -0.01 0.10 0.01
N 1.63762 -2.46558 0.01962 -1.15 -0.35 0.32
H 3.60563 -4.98369 -0.95680 -0.02 -0.01 -0.01
H 1.84167 -4.92340 -1.05097 -0.01 0.01 0.01
H 2.64911 -4.82217 0.52301 0.02 0.01 0.01
H 4.93118 -2.93187 -0.44430 0.02 0.01 0.02
H 4.06302 -2.72820 1.08065 -0.01 0.00 0.00
H 4.13346 -1.39179 -0.09472 -0.02 -0.04 0.00
H 3.65951 -2.98589 -2.62904 -0.01 -0.01 -0.03
H 2.77121 -1.50411 -2.23098 0.04 -0.09 0.02
H 1.89127 -2.99272 -2.64107 -0.01 0.01 0.01
```
Positions in Å, forces in eV/Å.

Calculated values
energy: -4490.6830 a.u.
molecular weight: 834.864 g mol⁻¹
spin multiplicity: 2
charge: +2
LUMO energy (spin up / spin down): -5.38 / -6.42 eV

These are the Mulliken partial charges, in e, on atoms 1 to 8:
1. Ir -0.019
2. C -1.210
3. O -0.069
4. C -0.183
5. C -0.441
6. C -0.624
7. Br -0.145
8. C -0.934

No. 2
# C30H44N2O2P2Zr

C30H44N2O2P2Zr as an isolated structure in a non-equilibrium geometry (ωB97M-V/def2-TZVPD, the Open Molecules 2025 dataset).

Structure (XYZ):
```
81
Properties=species:S:1:pos:R:3:forces:R:3
Zr 11.14610 9.35162 7.76799 -0.23 0.56 -1.03
C 14.44176 11.11471 8.15439 0.01 -0.21 -0.30
C 14.86644 9.99861 7.15837 -0.26 -0.29 0.64
C 16.37967 9.74675 7.21345 -0.57 -0.66 1.25
P 13.80737 8.49630 7.48597 -0.90 0.43 0.39
C 14.28552 7.12773 6.35844 -0.56 -0.75 -0.62
C 14.42810 7.72287 4.94190 -3.06 -0.14 0.17
C 13.23693 5.95352 6.33404 -0.20 1.24 1.26
C 13.95121 7.90956 9.19583 0.00 -0.50 0.38
C 15.14712 7.31439 9.59478 -0.24 0.71 -0.08
C 15.21288 6.63194 10.79406 -0.86 -0.66 0.50
C 16.49401 6.01390 11.24236 -0.58 -1.36 0.97
C 14.01228 6.42618 11.49959 -0.03 0.05 1.20
C 12.79301 7.06282 11.19577 -0.10 0.00 -0.14
C 12.79672 7.82620 10.03862 -0.26 0.51 -1.82
N 11.62268 8.46837 9.44824 0.49 -1.08 1.02
C 10.52308 8.99809 10.19560 0.72 0.56 1.49
C 10.82173 9.74634 11.38080 1.37 -0.13 -0.66
C 9.91458 10.65072 11.85571 1.16 -0.34 1.35
C 8.66093 10.73871 11.35998 -2.48 -0.59 -2.38
C 7.74237 11.78604 11.84145 -0.34 1.04 0.19
C 8.29448 9.93092 10.27164 0.25 0.61 0.50
C 9.19791 9.04072 9.68634 0.36 -0.27 -0.87
P 8.81818 8.08904 8.12814 0.67 0.38 0.95
C 8.62720 6.31694 8.58597 1.26 0.14 -1.38
C 7.99679 6.01260 9.88300 -3.73 -0.73 0.04
C 9.98269 5.62599 8.47937 0.45 -1.11 1.37
C 7.26277 8.59338 7.32983 -0.58 0.50 -0.44
C 7.35526 10.05779 6.77759 1.04 -0.11 1.63
C 6.00458 8.21855 8.17358 1.38 0.12 0.13
H 14.87934 12.06891 7.86208 -0.09 0.04 -0.22
H 14.79969 10.94833 9.16362 0.11 -0.37 0.20
H 13.34945 11.23910 8.22766 0.36 0.02 -0.11
H 14.51307 10.28173 6.17307 0.14 0.17 -0.38
H 16.60381 9.43686 8.23850 0.07 0.15 0.09
H 16.92597 10.65505 7.07762 0.35 0.58 -0.45
H 16.78923 8.93782 6.61839 -0.22 0.11 -0.57
H 15.26631 6.74384 6.62797 0.08 -0.06 0.42
H 13.52548 8.41502 4.73862 1.18 -1.15 -0.02
H 14.48936 6.94632 4.16142 -0.04 0.36 0.40
H 15.25990 8.33276 4.93596 1.91 1.24 -0.44
H 12.39534 6.30239 5.72115 0.11 -0.36 -0.07
H 12.81606 5.67278 7.33476 0.57 0.34 -0.63
H 13.69064 5.06494 5.92962 0.06 -0.23 -0.39
H 16.05029 7.43636 8.99047 -0.31 -0.19 0.11
H 16.79697 5.23629 10.54574 -0.21 -0.47 0.06
H 16.43928 5.59197 12.28788 0.06 0.45 -1.22
H 17.30590 6.68062 11.17479 0.90 1.20 0.24
H 14.05250 5.78968 12.40628 -0.03 0.48 -0.66
H 11.84496 6.96752 11.79842 1.34 -0.05 -0.60
H 11.85767 9.70509 11.81883 -1.20 -0.02 -0.63
H 10.11192 11.34128 12.66031 0.61 -0.12 0.24
H 7.18900 11.57500 12.73831 0.41 -0.31 0.94
H 6.92058 12.05376 11.21446 -0.36 -0.25 -1.21
H 8.29088 12.72039 11.92607 0.13 0.07 0.48
H 7.32911 10.08131 9.81309 -0.11 -0.10 0.17
H 8.02398 6.06736 7.71060 -0.29 -0.67 0.13
H 8.61541 6.18952 10.69972 1.40 0.18 1.36
H 7.63156 4.94083 9.91148 0.61 1.09 -0.03
H 7.07563 6.62557 10.09001 0.81 -0.56 -0.25
H 10.67140 5.92020 9.28716 -0.47 0.01 0.15
H 10.52467 5.89959 7.62698 0.57 0.32 -1.72
H 9.97238 4.50825 8.51317 -0.48 0.87 -0.04
H 7.24961 7.94252 6.44867 0.08 -0.12 -0.02
H 7.44900 10.73421 7.65319 0.09 -0.15 -0.49
H 6.44597 10.36946 6.30023 -0.32 -0.11 -0.60
H 8.26299 10.22176 6.13185 -1.00 -0.27 0.38
H 6.04432 8.64281 9.16007 -0.10 0.62 0.36
H 6.01634 7.16080 8.40007 -0.29 -0.34 -0.50
H 5.09348 8.51713 7.70195 -0.52 0.07 -0.44
O 11.54468 10.60019 5.84607 0.64 -1.90 -0.34
C 11.30495 11.60041 6.51819 -0.67 2.84 0.77
C 11.32574 13.05018 6.03243 -2.23 -0.27 1.75
C 10.72015 13.83343 7.25354 1.43 -2.02 1.01
C 10.38171 12.75167 8.32380 1.80 -0.71 -1.81
O 9.86702 12.85390 9.37654 -0.62 0.19 0.74
N 10.92608 11.48577 7.82210 -0.59 -0.03 -0.21
H 10.59846 13.18666 5.26445 -0.43 -0.41 -1.01
H 12.24858 13.34300 5.60935 1.17 0.39 0.00
H 9.79779 14.33988 7.11716 -0.45 0.94 -0.60
H 11.48366 14.40989 7.76577 -0.16 0.64 -0.10
```
Positions in Å, forces in eV/Å.

Calculated values
energy: -2158.8589 a.u.
molecular weight: 617.866 g mol⁻¹
spin multiplicity: 1
charge: +2
LUMO energy: -6.57 eV

These are the Mulliken partial charges, in e, on atoms 1 to 8:
1. Zr -0.509
2. C -1.401
3. C 0.381
4. C -1.582
5. P 0.456
6. C 0.506
7. C -1.434
8. C -1.475

ΔE to the lowest compared entry with this formula, charge and spin list, top to bottom, in eV: 0.3321; 1.6177